Entry 1:
{"formula": "C4H3AgO6", "method": "ωB97M-V with the def2-TZVPD basis set", "species": ["O", "C", "O", "C", "C", "O", "O", "H", "H", "Ag", "O", "C", "O", "H"], "xyz": [[-1.4936, 0.3578, 2.9663], [-0.4797, -0.0073, 2.3952], [1.3672, 0.5902, 0.9323], [0.6708, 0.9728, -0.1818], [0.7419, 0.8234, 2.1706], [-0.4786, 1.4456, -0.0226], [1.2722, 0.8279, -1.2650], [0.4886, 1.8796, 2.3356], [1.4685, 0.5414, 2.9481], [-0.5533, 1.8036, -2.3496], [-2.6553, -2.4871, 1.8424], [-2.2173, -1.2792, 1.6647], [-0.9139, -1.2522, 1.5556], [-2.0097, -3.1611, 1.5578]], "forces_ev_per_angstrom": [[4.0985, 0.3440, 0.8354], [-6.7463, 0.4040, -1.0104], [0.2150, -0.0714, -0.0201], [0.0453, 0.1030, 0.1855], [1.0490, -0.8124, 0.0630], [-0.1280, 0.1561, -0.1052], [-0.0878, 0.0312, -0.1910], [-0.3527, -0.4463, -0.1578], [-0.0395, 0.0775, -0.3177], [0.1649, -0.1941, 0.3529], [-0.1781, -0.8337, -1.0295], [-2.0990, 0.7069, -0.3145], [3.6059, 0.8090, 1.1876], [0.4528, -0.2739, 0.5216]], "relative_energy_ev": 0.0000, "charge": 0, "gap_ha": 0.2373, "e_tot_ha": -752.502602, "homo_energy_ev": -8.12, "lumo_energy_ev": -1.66}

=====

Entry 2:
{"formula": "C4H3AuCl2IrN5O3", "method": "ωB97M-V with the def2-TZVPD basis set", "species": ["Ir", "Au", "Cl", "Cl", "C", "C", "C", "O", "O", "O", "N", "N", "N", "C", "N", "N", "H", "H", "H"], "xyz": [[-5.4606, 1.5436, -5.4290], [0.0000, 0.0000, 0.0000], [-6.4771, 0.0070, -3.9010], [0.4625, 2.3482, 0.0289], [1.7938, -0.4391, 0.0105], [-6.8182, 1.3420, -6.6647], [-4.5693, 2.6923, -6.5676], [2.9115, -0.7070, 0.0056], [-7.6597, 1.2035, -7.4351], [-4.0052, 3.3983, -7.2776], [0.8128, -1.7305, 4.9238], [0.3792, -0.8906, 3.9089], [-0.2233, 0.2717, 4.1049], [-0.4509, 0.7438, 2.8619], [0.0162, -0.1319, 1.9508], [0.5280, -1.1482, 2.6227], [1.2831, -2.6182, 4.6966], [0.6803, -1.4665, 5.9105], [-0.9283, 1.6862, 2.6342]], "forces_ev_per_angstrom": [[0.1350, -2.0332, 3.9162], [-3.5308, 1.0458, -2.8765], [0.6510, 0.7361, -0.4830], [-0.1831, 1.0530, -0.3565], [9.3968, -3.0694, -1.1013], [-5.8619, -1.2242, -4.6665], [4.1133, 4.0217, -2.8541], [-4.6916, 1.3021, 0.1982], [2.5504, 0.5074, 2.1601], [-1.8538, -1.9507, 1.6334], [-0.7516, 1.4830, -2.2961], [-0.0771, 0.1505, 0.2223], [-0.7596, 1.4591, -0.3509], [-0.0271, -0.0406, 3.1075], [0.3077, -2.3237, 5.3806], [0.9222, -1.6290, -1.6782], [0.0729, -0.1946, -0.4561], [-0.3131, 0.5828, 0.2674], [-0.0997, 0.1239, 0.2336]], "relative_energy_ev": 0.0000, "charge": 4, "gap_ha": [0.0794, 0.0761], "multiplicity": 7, "e_tot_ha": -1811.947879, "homo_energy_ev": [-18.13, -21.10], "lumo_energy_ev": [-15.97, -19.03]}

=====

Entry 3:
{"formula": "C4H3Br", "method": "ωB97M-V with the def2-TZVPD basis set", "species": ["C", "C", "Br", "H", "C", "C", "H", "H"], "xyz": [[1.1307, -1.2073, 0.4687], [0.5909, -1.0824, 1.5016], [0.0944, -0.5704, 3.1600], [1.5987, -1.2955, -0.5629], [-0.3794, 1.3870, -1.3593], [-1.3765, 0.8869, -0.8847], [0.6336, 1.3891, -1.6095], [-2.2923, 0.4926, -0.7139]], "forces_ev_per_angstrom": [[2.1419, -0.6481, -4.9631], [-0.8953, 0.7840, 2.9682], [-0.1901, -0.2470, -0.1682], [-1.0252, 0.0462, 2.1998], [-1.5252, -1.5155, 1.1747], [2.8226, 1.7171, -1.5735], [0.8930, 0.7000, -0.4006], [-2.2218, -0.8368, 0.7627]], "relative_energy_ev": 2.1738, "charge": 0, "gap_ha": 0.3916, "smiles": "C#CBr.C#C", "e_tot_ha": -2728.042487, "homo_energy_ev": -9.96, "lumo_energy_ev": 0.70}

=====

Entry 4:
{"formula": "C4H3Br4O2", "method": "ωB97M-V with the def2-TZVPD basis set", "species": ["C", "C", "C", "C", "O", "O", "Br", "Br", "Br", "Br", "H", "H", "H"], "xyz": [[1.2830, -0.3714, 1.9089], [-1.0959, 0.3416, -1.5625], [0.7976, -0.7874, 0.4223], [-0.5229, 0.7578, -0.1590], [0.4358, -0.7735, 2.7017], [2.2572, 0.3823, 1.9316], [2.1456, -0.8409, -1.0330], [-0.2415, -2.4007, 0.3883], [0.6133, 2.3757, -0.2462], [-1.8030, 0.7533, 1.3339], [-1.1169, -0.7355, -1.5380], [-0.5575, 0.7266, -2.4873], [-2.1947, 0.5722, -1.6607]], "forces_ev_per_angstrom": [[-0.4424, 0.6050, -1.1759], [-0.8042, 0.8530, 0.4041], [-1.0874, 2.0649, -1.2438], [1.9576, -2.0839, -0.0345], [0.4208, -0.1390, 0.9083], [-0.0327, -0.4514, 0.2382], [-0.5223, 0.1253, 0.6364], [-0.0334, 0.0465, -0.1773], [-0.9018, -0.7866, 0.1267], [0.4041, 0.3754, -1.2323], [0.3437, -0.5498, -0.2566], [-0.3905, -0.4156, 1.5882], [1.0886, 0.3562, 0.2185]], "relative_energy_ev": 0.8647, "charge": -1, "gap_ha": 0.2901, "e_tot_ha": -10600.771226, "homo_energy_ev": -4.98, "lumo_energy_ev": 2.91}

=====

Entry 5:
{"formula": "C4H3BrF2", "method": "ωB97M-V with the def2-TZVPD basis set", "species": ["C", "C", "C", "C", "F", "F", "Br", "H", "H", "H"], "xyz": [[0.1043, 1.5255, -0.3468], [-0.0253, 0.3121, 0.1644], [-0.6793, 1.3296, 0.9178], [0.5089, -1.8811, -0.4116], [-0.2031, 1.7836, 2.1196], [-2.0358, 1.4654, 0.9638], [1.2970, -1.6488, -2.0982], [0.1559, 1.8865, -1.3122], [-0.2994, -2.7442, -0.4038], [1.1767, -2.0288, 0.4070]], "forces_ev_per_angstrom": [[-1.2547, -2.5764, 1.8482], [0.7427, -2.9507, -0.8423], [0.2580, 0.7126, 0.1981], [-2.2944, 0.8316, 0.5542], [-0.3352, -0.0640, -0.5070], [0.5492, -0.0946, 0.0184], [-0.0003, -0.0581, 0.1811], [0.5073, 1.5013, -1.5116], [1.1882, 2.5067, -0.1184], [0.6392, 0.1915, 0.1792]], "relative_energy_ev": 3.5211, "charge": 0, "gap_ha": [0.3171, 0.3171], "e_tot_ha": -2927.749499, "homo_energy_ev": [-9.49, -9.49], "lumo_energy_ev": [-0.86, -0.86]}

=====

Entry 6:
{"formula": "C4H3BrN2O2", "method": "ωB97M-V with the def2-TZVPD basis set", "species": ["O", "N", "O", "C", "C", "Br", "N", "C", "C", "H", "H", "H"], "xyz": [[-1.2081, 3.2264, 2.2413], [-1.2524, 2.0826, 1.9169], [-1.9854, 1.2701, 2.4287], [-0.3556, 1.6842, 0.8918], [0.8545, 2.2097, 0.6159], [1.2887, 3.9142, 1.1780], [1.6043, 1.4549, -0.2968], [0.9721, 0.4063, -0.6163], [-0.2790, 0.2100, 0.1387], [1.3371, -0.1955, -1.4151], [-1.0228, -0.1081, -0.4317], [-0.0492, -0.5529, 0.8855]], "forces_ev_per_angstrom": [[-0.1987, 2.1242, 0.5647], [-0.1224, -0.7771, -0.1798], [-0.4082, -1.2098, -0.0806], [1.1503, -3.9113, -1.8151], [-1.4205, 0.1818, -0.1347], [1.2263, 0.1547, -0.2305], [1.3948, 1.6129, -0.0600], [-0.6680, 0.5660, 0.6453], [2.7984, 3.0810, 3.5862], [0.2319, -0.6923, -0.3155], [-3.7076, -1.1034, -2.2537], [-0.2763, -0.0266, 0.2737]], "relative_energy_ev": 4.4506, "charge": 0, "gap_ha": 0.3372, "smiles": "O=[N+]([O-])C1=C(Br)N=CC1", "e_tot_ha": -2988.065505, "homo_energy_ev": -10.04, "lumo_energy_ev": -0.86}